ORCA calculation (wB97M-V/def2-TZVPD) on a structure of composition C42H62AsBaN3SSi2.

```
112
Properties=species:S:1:pos:R:3
Ba -0.017 -0.244 -0.415
C -3.861 0.797 0.986
C -3.752 -0.581 0.712
C -3.019 -1.179 1.759
C -2.662 -0.157 2.676
C -3.181 1.059 2.197
C -2.994 2.416 2.824
C -1.889 -0.365 3.953
C -2.923 -2.657 2.036
C -4.316 -1.291 -0.490
C -4.573 1.809 0.128
H -3.235 3.207 2.108
H -1.957 2.562 3.147
H -3.638 2.566 3.701
H -0.902 -0.799 3.755
H -2.416 -1.039 4.640
H -1.744 0.586 4.471
H -2.715 -3.229 1.128
H -3.869 -3.033 2.450
H -2.138 -2.869 2.765
H -3.842 -2.266 -0.615
H -4.133 -0.723 -1.406
H -5.400 -1.450 -0.410
H -3.887 2.339 -0.546
H -5.083 2.561 0.740
H -5.329 1.321 -0.492
C -1.582 5.685 1.146
C -0.770 6.125 2.367
C -0.099 7.469 2.045
C -1.732 6.303 3.551
C 0.297 5.096 2.739
C 1.153 5.358 3.820
C 2.129 4.458 4.216
C 2.257 3.270 3.516
S 3.364 1.953 3.742
C 2.612 1.111 2.338
N 1.653 1.791 1.804
C 1.418 2.984 2.426
C 0.439 3.905 2.050
C 3.122 -0.160 1.856
C 4.316 -0.663 2.399
C 4.897 -1.804 1.883
C 4.295 -2.426 0.794
C 3.099 -1.931 0.290
C 2.428 -0.812 0.807
H -2.340 6.436 0.915
H -2.088 4.739 1.336
H -0.940 5.564 0.273
H -0.849 8.210 1.761
H 0.604 7.352 1.219
H 0.451 7.854 2.905
H -2.522 7.015 3.296
H -1.207 6.675 4.433
H -2.192 5.348 3.806
H 1.059 6.284 4.375
H 2.776 4.677 5.056
H -0.189 3.625 1.214
H 4.794 -0.140 3.223
H 5.813 -2.198 2.308
H 4.761 -3.302 0.351
H 2.656 -2.442 -0.563
C 0.349 -3.976 0.807
Si 0.053 -4.067 -1.066
C -1.440 -5.259 -1.225
C 1.557 -5.093 -1.696
N -0.149 -2.527 -1.736
C -0.578 -2.303 -3.029
C -0.620 -3.336 -3.984
C -1.100 -3.181 -5.279
C -1.567 -1.943 -5.676
C -1.511 -0.888 -4.772
C -1.012 -0.999 -3.466
N -0.931 0.096 -2.622
Si -1.542 1.628 -2.964
C -0.728 2.568 -4.432
C -1.240 2.793 -1.488
C -3.411 1.769 -3.335
H 0.247 -4.967 1.254
H -0.372 -3.307 1.284
H 1.346 -3.604 1.043
H -1.242 -6.249 -0.805
H -1.741 -5.388 -2.266
H -2.296 -4.835 -0.694
H 1.665 -6.032 -1.146
H 2.481 -4.524 -1.564
H 1.478 -5.334 -2.759
H -0.262 -4.312 -3.682
H -1.114 -4.025 -5.961
H -1.969 -1.789 -6.672
H -1.882 0.081 -5.089
H 0.302 2.832 -4.180
H -1.253 3.490 -4.697
H -0.686 1.939 -5.324
H -0.182 3.061 -1.416
H -1.554 2.344 -0.544
H -1.807 3.717 -1.617
H -3.636 1.541 -4.379
H -3.801 2.767 -3.118
H -3.965 1.056 -2.722
C 2.835 3.179 -2.755
As 2.283 1.522 -1.809
C 2.203 0.355 -3.374
C 4.135 1.071 -1.320
H 3.574 2.953 -3.525
H 3.276 3.867 -2.031
H 1.984 3.676 -3.218
H 3.118 0.431 -3.966
H 1.349 0.612 -3.996
H 2.070 -0.680 -3.048
H 4.810 1.273 -2.155
H 4.199 0.021 -1.046
H 4.452 1.662 -0.459
```

Summary:
Energy above the lowest of the compared OMol25 structures with the same formula, charge and spin   31.1 kcal per mole
Total charge   -2
Kohn-Sham gap   4.592 eV

Atom charges from the Mulliken analysis, given in e for atoms 1 to 5: 0.7276, 0.3553, 0.2524, 1.2841, -0.2553